{"formula": "C34H38LuN5O2P2S4", "method": "ωB97M-V with the def2-TZVPD basis set", "e_homo_ev": -6.09, "homo_lumo_gap_ev": 4.273, "largest_force_ha_per_bohr": 0.0263, "energy_ha": -5253.81981, "elements": ["Lu", "O", "C", "O", "C", "C", "C", "N", "C", "C", "C", "C", "C", "C", "C", "N", "C", "C", "C", "C", "C", "N", "H", "H", "H", "H", "H", "H", "H", "H", "H", "H", "S", "S", "S", "S", "C", "P", "C", "N", "C", "C", "C", "C", "C", "C", "N", "C", "P", "C", "C", "C", "C", "C", "C", "C", "C", "C", "H", "H", "H", "H", "H", "H", "H", "H", "H", "H", "H", "H", "H", "H", "H", "H", "H", "H", "H", "H", "H", "H", "H", "H", "H", "H", "H", "H"], "positions_angstrom": [[0.7782, -0.0561, -1.2035], [2.7833, -5.8315, -4.8544], [2.4929, -5.8384, -3.6472], [2.5445, -6.6981, -2.7474], [1.9267, -4.4680, -3.1417], [1.2313, -4.4216, -1.9377], [0.6286, -3.2425, -1.5785], [0.8625, -2.0980, -2.2435], [1.5964, -2.1147, -3.3623], [2.0611, -3.3139, -3.8856], [1.7755, -0.8068, -4.0217], [2.6778, -0.6512, -5.0373], [2.8138, 0.5879, -5.6584], [1.9513, 1.6043, -5.2843], [1.1073, 1.3825, -4.2179], [0.9988, 0.2236, -3.5654], [-0.3730, -3.1309, -0.4984], [-0.8946, -4.2592, 0.1246], [-1.9079, -4.1215, 1.0511], [-2.3970, -2.8527, 1.3219], [-1.8166, -1.7836, 0.6749], [-0.8094, -1.8941, -0.2030], [1.1759, -5.3336, -1.3561], [2.5236, -3.3932, -4.8601], [3.3150, -1.4782, -5.3208], [3.5276, 0.7299, -6.4560], [1.9803, 2.5748, -5.7557], [0.5010, 2.1971, -3.8484], [-0.5159, -5.2367, -0.1367], [-2.3293, -4.9930, 1.5370], [-3.2102, -2.6913, 2.0171], [-2.1800, -0.7858, 0.8676], [3.3604, 0.1437, -1.2116], [5.0071, 1.6370, -3.7573], [3.8385, 3.0069, -3.0241], [2.6314, 2.0435, -1.3280], [-0.4918, 3.7332, 0.1336], [-0.8965, 1.9879, -0.2247], [-1.3337, 1.4249, 1.5062], [-2.4674, 1.8498, 2.0009], [-2.8667, 1.4018, 3.2131], [-4.1130, 1.8109, 3.7432], [-4.5297, 1.3076, 4.9396], [-3.7254, 0.3895, 5.6625], [-2.5141, -0.0064, 5.1792], [-2.0626, 0.4963, 3.9361], [-0.8670, 0.1030, 3.4442], [-0.4846, 0.5470, 2.2682], [1.1451, -0.0862, 1.6368], [1.1936, -1.7427, 2.4175], [2.3895, 0.8769, 2.6890], [2.1383, 0.7525, 4.1937], [3.7805, 0.3233, 2.3644], [2.2908, 2.3521, 2.2931], [-2.4780, 2.1046, -1.2493], [-3.0374, 0.6878, -1.4259], [-2.0069, 2.6113, -2.6181], [-3.5787, 3.0358, -0.7327], [-1.2467, 4.1361, 0.8053], [-0.4631, 4.3061, -0.7910], [0.4917, 3.7915, 0.5979], [-4.7159, 2.5124, 3.1789], [-5.4882, 1.6103, 5.3446], [-4.0800, 0.0023, 6.6095], [-1.8777, -0.6976, 5.7190], [1.1537, -1.6443, 3.4973], [2.1067, -2.2500, 2.1118], [0.3402, -2.3353, 2.0936], [2.4201, -0.2309, 4.5760], [1.1052, 0.9457, 4.4717], [2.7669, 1.4914, 4.6990], [3.8782, -0.7200, 2.6741], [4.5272, 0.9032, 2.9158], [4.0088, 0.3950, 1.3028], [1.3183, 2.7683, 2.5854], [2.4354, 2.4937, 1.2233], [3.0654, 2.9240, 2.8118], [-2.2674, -0.0359, -1.7009], [-3.7770, 0.6878, -2.2303], [-3.5364, 0.3396, -0.5191], [-1.2665, 1.9397, -3.0565], [-1.5879, 3.6172, -2.5708], [-2.8640, 2.6427, -3.2959], [-3.8461, 2.8241, 0.2924], [-4.4653, 2.9013, -1.3614], [-3.2768, 4.0837, -0.8062]], "forces_ev_per_angstrom": [[1.205, -0.002, -0.611], [-0.034, -0.131, 0.400], [-0.014, 0.115, 0.028], [0.002, 0.170, -0.383], [0.126, -0.343, -0.044], [-0.046, -0.124, -0.022], [0.081, 0.117, 0.116], [-0.022, 0.095, 0.011], [-0.245, -0.178, -0.059], [0.119, 0.091, -0.031], [-0.367, 0.098, 0.089], [0.277, -0.016, -0.278], [-0.134, 0.010, -0.024], [0.127, -0.032, -0.104], [-0.154, 0.166, 0.115], [0.255, -0.256, -0.205], [0.067, 0.065, 0.078], [0.020, -0.147, 0.053], [-0.022, -0.062, 0.003], [-0.035, -0.016, 0.039], [0.020, 0.087, -0.073], [-0.113, 0.216, -0.006], [-0.054, -0.006, -0.131], [0.064, -0.009, 0.059], [-0.036, 0.082, 0.017], [0.017, -0.011, 0.033], [-0.001, 0.014, 0.044], [0.033, 0.050, 0.011], [-0.029, 0.025, -0.003], [0.040, 0.028, -0.019], [0.035, 0.016, -0.028], [-0.006, 0.004, -0.023], [-0.219, -0.252, -0.004], [0.142, -0.209, -0.076], [-0.296, 0.137, -0.056], [-0.304, -0.047, 0.359], [0.220, -0.167, -0.080], [-0.674, 0.204, 0.260], [0.066, 0.049, -0.044], [-0.090, 0.094, -0.208], [0.020, -0.075, 0.084], [-0.067, 0.040, 0.000], [-0.050, 0.011, 0.040], [-0.034, 0.013, 0.017], [0.029, -0.041, 0.055], [-0.096, 0.071, -0.037], [0.093, -0.015, -0.220], [0.016, -0.153, 0.200], [-0.036, 0.238, 0.698], [-0.105, 0.090, -0.142], [-0.075, 0.051, -0.152], [0.048, -0.098, -0.006], [0.029, 0.081, 0.005], [-0.127, -0.015, 0.045], [0.012, -0.093, 0.162], [-0.083, 0.135, 0.119], [0.016, -0.111, -0.012], [0.171, 0.083, -0.166], [-0.050, 0.063, 0.009], [0.014, 0.011, -0.018], [-0.016, 0.000, -0.005], [0.055, -0.040, 0.002], [0.064, -0.029, 0.002], [-0.002, 0.034, -0.026], [-0.024, 0.028, -0.050], [0.024, -0.045, 0.067], [0.059, -0.005, -0.001], [0.024, -0.014, 0.002], [-0.041, 0.047, -0.020], [-0.013, 0.049, 0.027], [0.012, -0.057, -0.019], [0.004, 0.035, -0.007], [-0.052, -0.034, 0.007], [0.019, 0.003, -0.008], [0.085, -0.008, 0.001], [0.035, 0.013, -0.055], [-0.043, -0.048, 0.006], [0.051, -0.077, -0.034], [0.000, 0.013, 0.031], [0.037, -0.003, -0.013], [-0.066, 0.000, -0.019], [0.024, -0.020, -0.006], [0.018, 0.005, 0.020], [-0.064, -0.063, 0.176], [0.073, 0.055, 0.008], [-0.010, -0.048, 0.032]]}

{"formula": "C34H38N3O24V", "method": "ωB97M-V with the def2-TZVPD basis set", "e_homo_ev": -9.42, "homo_lumo_gap_ev": 5.617, "largest_force_ha_per_bohr": 0.1027, "energy_ha": -4232.26250, "elements": ["O", "V", "O", "O", "C", "O", "O", "H", "C", "O", "N", "C", "C", "H", "H", "H", "H", "H", "H", "H", "C", "O", "N", "C", "C", "H", "H", "H", "H", "H", "H", "H", "C", "O", "N", "C", "C", "H", "H", "H", "H", "H", "H", "H", "C", "C", "C", "O", "C", "C", "C", "O", "O", "O", "H", "H", "H", "H", "C", "C", "C", "O", "C", "C", "C", "O", "O", "O", "H", "H", "H", "H", "C", "C", "C", "O", "C", "C", "C", "O", "O", "O", "H", "H", "H", "H", "C", "C", "C", "O", "C", "C", "C", "O", "O", "O", "H", "H", "H", "H"], "positions_angstrom": [[1.8673, 4.2432, -2.3747], [1.9284, 2.6713, -2.6104], [1.9385, 2.2650, -4.1096], [0.3239, 0.0026, -0.0810], [0.6432, 0.9524, -0.9078], [0.7540, 2.1623, -0.5704], [0.9734, 0.6726, -2.0769], [0.1033, 0.4938, 0.7138], [-2.8866, -2.2468, -1.2107], [-3.3287, -3.3671, -0.8452], [-3.3137, -1.1671, -0.6106], [-2.9304, 0.2323, -1.0464], [-4.5200, -1.0974, 0.2365], [-1.9795, -2.1621, -1.8290], [-3.6200, 0.5708, -1.8196], [-1.9877, 0.0831, -1.5729], [-2.6815, 0.9876, -0.3010], [-5.2983, -0.4551, -0.1756], [-4.9273, -2.0847, 0.4543], [-4.2118, -0.7475, 1.2218], [-0.6444, -1.5415, 4.3152], [0.5271, -1.7222, 4.5272], [-1.2722, -1.9706, 3.2235], [-2.6571, -1.6258, 2.9828], [-0.7000, -2.7950, 2.2303], [-1.2612, -0.8461, 4.9053], [-3.1117, -1.8295, 3.9523], [-3.0571, -2.2858, 2.2130], [-2.7458, -0.5725, 2.7166], [-1.2867, -3.6674, 1.9425], [-0.8240, -2.1969, 1.3276], [0.3356, -3.1313, 2.2805], [-0.8025, 7.1736, -1.5096], [-1.2725, 8.2457, -1.8900], [-1.2987, 6.4611, -0.4799], [-0.7852, 5.1144, -0.0342], [-2.4733, 6.8756, 0.2483], [0.1281, 6.7099, -1.8717], [0.2969, 5.0571, -0.1527], [-1.2679, 4.3643, -0.6608], [-0.8702, 4.9586, 1.0412], [-2.8859, 7.7984, -0.1594], [-3.1676, 6.0497, 0.0938], [-2.1140, 6.9087, 1.2768], [-0.6858, 2.1833, 4.3017], [0.0807, 2.4371, 5.3795], [1.5173, 2.6632, 5.3244], [2.2631, 2.7397, 6.3241], [1.9222, 3.0083, 3.9745], [1.1621, 2.7826, 2.9013], [-0.1332, 2.1547, 2.9438], [-0.9335, 1.9522, 2.0419], [1.5573, 3.1666, 1.6924], [-0.4959, 2.5652, 6.5571], [-1.7314, 2.1303, 4.5668], [2.8377, 3.5686, 3.8545], [1.0133, 2.8407, 0.9717], [-1.4198, 2.3634, 6.3919], [5.1277, -2.0283, 2.4867], [3.8317, -1.7115, 2.8838], [2.9845, -0.7200, 2.1538], [1.9209, -0.1861, 2.5946], [3.5782, -0.4144, 0.8202], [4.8225, -0.7001, 0.4089], [5.7715, -1.5275, 1.2024], [6.9415, -1.8038, 0.8881], [5.3562, -0.1674, -0.6656], [3.2511, -2.2587, 3.9831], [5.5172, -2.8192, 3.1105], [3.0376, 0.2222, 0.1355], [4.7775, 0.5161, -1.0113], [2.3388, -1.9707, 4.0630], [0.3801, -3.9760, -0.9080], [1.0989, -3.0260, -1.6019], [2.4988, -2.7801, -1.4233], [3.2180, -1.8896, -1.9458], [3.1323, -3.8142, -0.5388], [2.4334, -4.7154, 0.2657], [0.9878, -4.8377, 0.0421], [0.3841, -5.5867, 0.7658], [2.9701, -5.5674, 1.1083], [0.5022, -2.2147, -2.4823], [-0.6187, -4.2160, -1.2415], [4.1963, -3.7395, -0.3697], [2.2459, -6.0089, 1.5579], [1.0078, -1.4061, -2.5923], [-0.8069, -1.5413, -7.0555], [-2.0546, -2.1205, -7.1807], [-2.9814, -2.3019, -6.0628], [-3.9833, -3.0608, -6.1396], [-2.6336, -1.4187, -4.9321], [-1.4651, -0.7135, -4.8747], [-0.3329, -0.7760, -5.8756], [0.7880, -0.2911, -5.7009], [-1.2557, 0.1866, -3.9256], [-2.4731, -2.8300, -8.2734], [-0.1379, -1.6611, -7.8949], [-3.3983, -1.3562, -4.1721], [-0.3513, 0.5054, -3.8805], [-3.1979, -3.3704, -7.9506]], "forces_ev_per_angstrom": [[0.164, -1.507, -0.926], [-1.545, -0.671, 1.879], [0.119, 1.015, -0.008], [-0.393, -0.006, -0.132], [0.907, 0.878, -0.393], [0.131, 0.854, 0.002], [0.779, -0.406, -2.060], [-0.382, -0.138, 1.313], [0.022, -3.978, 1.722], [0.887, 1.486, -1.415], [-1.538, 4.974, 0.893], [1.201, -2.013, -1.262], [0.504, -1.054, 0.553], [-0.351, 0.307, -0.320], [-0.247, 0.318, 0.369], [0.060, 0.106, -0.207], [-0.713, -0.435, 0.561], [0.201, 0.020, -0.174], [0.054, -0.074, -0.545], [-0.168, 0.518, -0.225], [-0.179, 0.834, -0.895], [1.259, -0.475, 0.954], [-0.387, -0.517, 0.558], [0.292, -0.174, 1.019], [0.325, -0.275, -2.442], [-0.097, -0.225, 0.342], [-0.875, 0.258, -0.308], [-0.060, 0.171, 0.178], [-0.187, -0.010, -0.149], [-0.289, -0.290, 0.748], [0.590, 0.025, -0.591], [-0.075, 0.529, 0.763], [-0.117, 0.851, 0.521], [0.545, -1.148, 0.017], [0.676, -1.202, 0.584], [0.501, 1.497, -1.112], [0.329, -0.615, -0.414], [-0.015, 0.162, -0.469], [0.029, 0.092, -0.564], [-0.002, -0.350, 0.504], [-0.787, 0.115, -0.110], [0.227, -0.044, 0.292], [-0.568, 0.192, 0.489], [-0.812, 0.425, 0.271], [1.006, -0.309, 0.699], [-1.403, -0.618, -0.071], [2.546, 1.088, 1.582], [-1.967, -0.403, -2.324], [0.762, 0.308, -0.008], [1.694, 0.043, -1.576], [-3.707, 0.485, 2.799], [1.263, -0.564, -1.389], [1.198, 0.786, 0.510], [0.156, -0.032, 0.967], [-0.401, -0.357, -0.955], [0.223, -0.244, -0.030], [-0.689, -0.481, -0.548], [-0.421, 0.054, 0.578], [-2.261, 0.327, -0.017], [0.691, -0.453, 0.732], [-1.384, 1.556, -0.764], [3.232, -1.803, -1.363], [-0.777, 0.479, 0.547], [0.008, 0.198, 0.610], [1.530, -1.825, 1.928], [-2.925, 0.884, 0.351], [0.731, 0.211, -0.831], [1.774, -0.013, -1.129], [0.835, 0.082, -0.236], [-0.465, 0.188, 0.156], [-0.121, -0.079, -0.216], [-1.042, 0.407, 0.163], [0.453, 1.377, -2.611], [-2.944, 0.126, 0.049], [4.676, -0.587, 1.164], [-2.706, -1.730, 0.866], [-0.398, -0.616, 1.746], [1.719, 1.997, -2.816], [0.251, 0.533, 0.644], [-0.880, -1.142, 0.641], [0.885, 0.459, 0.066], [-0.972, -0.707, -0.007], [-0.355, 0.299, 0.349], [0.172, 0.116, -0.200], [-0.630, -0.471, 0.259], [0.607, 0.504, -0.148], [-0.687, -0.335, -0.925], [1.506, -1.318, -1.421], [-1.860, 0.145, 1.544], [2.770, 1.907, 0.102], [0.196, -0.322, -0.105], [-0.308, 0.332, 0.433], [-0.255, -1.210, -1.125], [-2.229, -0.652, 0.037], [-1.030, 0.077, 0.984], [1.725, 1.347, 0.503], [0.133, 0.108, -0.066], [0.177, 0.248, 0.275], [0.670, -0.136, -0.372], [-0.790, -0.283, 0.162]]}

- What is the formula in the second record?
  C34H38N3O24V